The following is a quantum chemistry calculation of a single C4H6N2O molecule in a non-equilibrium geometry, from the OMol25 dataset.

The SMILES is Cc1cc(O)n[nH]1. The net charge is 0. For the relative energy (zero: lowest compared OMol25 entry of this formula, charge and spin), the calculation gives 334.8 kJ/mol. The total energy comes out at -9270.032 eV. The max |F| comes out at 5.887 eV Å⁻¹. The calculation puts the HOMO energy at -8.08 eV.

Last columns: bonded neighbours and bond lengths (Å).
Cartesian coordinates (Å):
1 C -1.8725 -0.7689 -0.4548  C2 1.467, H5 1.117, H6 1.024, H7 1.302
2 C -0.5717 -0.2135 -0.0671  C1 1.467, C3 1.434, N12 1.473
3 C -0.0441 0.5747 1.0087  C2 1.434, C4 1.424, H8 1.171
4 C 1.3201 0.7022 0.6225  C3 1.424, N11 1.318, O13 1.385
5 H -2.1723 -0.4114 -1.4699  C1 1.117
6 H -2.5484 -0.4329 0.2377  C1 1.024
7 H -1.8243 -1.9868 0.0018  C1 1.302
8 H -0.7138 1.1477 1.7798  C3 1.171
9 H 3.3398 1.1890 0.7106  O13 1.098
10 H 0.6631 -0.9840 -1.9121  N12 1.063
11 N 1.5476 0.0945 -0.5242  C4 1.318, N12 1.251
12 N 0.5171 -0.3877 -1.0443  C2 1.473, H10 1.063, N11 1.251
13 O 2.3593 1.4772 1.1113  C4 1.385, H9 1.098

Atomic partial charges in e from the Mulliken method, atoms 1 to 6:
1. C -1.01
2. C 0.52
3. C -0.54
4. C 0.43
5. H 0.30
6. H 0.34